Entry 1:
154
Properties=species:S:1:pos:R:3:mulliken_charge:R:1 method="wB97M-V/def2-TZVPD" total_charge=+5 orbital_gap_ev=6.24 e_tot_ev=-67830.0172 max_force_ev_per_a=6.50
O 19.2031 -5.1383 4.5370 -0.556
O 18.4088 -3.1604 4.4940 -0.376
O 16.3631 -2.1073 1.1489 -0.387
O 15.2905 1.5640 6.3162 -0.285
O 17.0796 -4.7640 4.3845 -0.310
N 14.2436 0.9272 5.9402 0.918
N 13.8540 -8.3876 6.7731 0.565
N 14.7889 -2.7995 -0.4800 -0.049
N 19.1967 -6.3601 0.8846 0.455
N 18.2486 -4.3758 4.3943 0.266
N 19.4946 -4.1953 9.6775 0.283
N 22.8688 -2.4857 4.2622 0.614
C 24.4839 -4.0577 5.1517 -0.536
C 15.6716 -1.2022 6.0785 -1.592
C 14.9243 -3.9265 1.8108 -0.884
C 19.8867 0.0526 4.2815 -1.045
C 15.7114 -7.3834 5.6155 0.348
C 18.4653 -5.3326 9.7151 -0.945
C 12.8516 1.5647 5.9891 1.165
C 15.2362 -8.6777 6.2351 -0.832
C 12.5960 2.2142 4.6348 -1.590
C 21.3483 -0.3757 4.0701 -0.591
C 22.7581 -6.0099 8.3526 -1.418
C 23.0815 -2.6969 2.7849 -0.638
C 25.1641 -2.7512 4.9563 -0.892
C 18.7141 -3.0738 9.0430 -0.877
C 24.0579 -1.7227 4.9342 -0.603
C 18.0399 -5.4717 0.3402 -0.234
C 20.2701 -5.3658 1.3310 -0.831
C 17.9806 -3.7725 7.8781 0.575
C 18.7229 -4.2217 -0.1457 -0.881
C 13.4566 -7.0210 6.1682 -0.809
C 13.9211 -8.2266 8.2852 -0.997
C 12.7863 -9.3878 6.3773 -1.028
C 15.3672 -1.6649 -1.4158 -0.776
C 19.9707 -3.8283 11.1196 -0.957
C 12.7755 2.7175 7.0897 -1.576
C 20.7584 -4.5323 8.8548 -0.333
C 18.7001 -7.4269 1.8845 -0.265
C 19.3243 -9.3018 3.4179 -1.476
C 14.7829 -6.2656 6.0992 0.142
C 11.8289 -0.7930 5.5251 -0.918
C 17.7273 -5.1810 8.3362 0.534
C 13.2595 -1.3347 5.6577 -1.172
C 14.2259 -9.4239 9.2140 0.024
C 22.9696 -3.7644 5.0762 0.071
C 15.4248 -2.8327 0.8723 0.282
C 11.7695 0.5102 6.3330 -1.226
C 21.5089 -1.8138 4.5550 -0.397
C 14.6253 -0.3595 3.8583 -1.799
C 19.7478 -7.2260 -0.2882 -1.073
C 19.7158 -3.9844 1.0322 0.214
C 21.6041 -5.7497 9.3288 -0.366
C 19.8189 -8.0602 2.7250 0.238
C 14.4545 -0.4666 5.4207 1.758
C 14.3086 -9.0436 10.7027 -1.299
H 11.7634 2.8854 4.8527 0.506
H 16.5157 -0.6482 5.6624 0.447
H 23.7964 -1.4493 5.9560 0.411
H 20.8041 -3.1284 11.1068 0.305
H 12.9260 -7.8832 8.5752 0.418
H 21.9967 -5.5255 10.3212 0.384
H 13.3008 -1.6698 6.6960 0.606
H 15.5403 -7.5353 4.5486 0.075
H 14.8025 -9.8362 11.2633 0.386
H 19.1643 -0.4820 3.6664 0.076
H 19.0210 -3.4667 11.5087 0.480
H 15.1131 -4.9127 1.3868 0.593
H 24.7162 -4.5529 6.0950 0.322
H 13.7470 0.0236 3.3391 0.455
H 16.7366 -7.0697 5.8039 0.158
H 20.6540 -8.2764 2.0584 0.298
H 23.3170 -6.8951 8.6548 0.443
H 21.1544 -5.5236 0.7107 0.281
H 12.1184 1.4618 4.0074 0.414
H 10.7520 0.8590 6.1575 0.500
H 25.6857 -2.7084 4.0005 0.316
H 15.0314 -1.9619 -2.4075 0.387
H 12.9829 3.7528 6.8113 0.396
H 12.6901 -6.5218 6.7573 0.404
H 20.3299 -4.7137 11.6413 0.399
H 11.8349 -8.9978 6.7356 0.354
H 22.5135 -3.5988 6.0515 -0.107
H 19.4506 -2.3280 8.7464 0.452
H 13.3753 2.5131 7.9752 0.411
H 19.0175 -6.2567 9.8720 0.425
H 24.7257 -4.8324 4.4239 0.403
H 17.7931 -5.1417 10.5504 0.374
H 18.0652 -2.6829 9.8262 0.366
H 14.7746 -8.0665 10.8338 0.302
H 25.8590 -2.4508 5.7396 0.426
H 19.7429 1.1271 4.1716 0.484
H 21.3475 -1.8423 5.6320 0.283
H 20.1183 -9.6959 4.0514 0.430
H 15.0828 -5.8603 7.0656 -0.338
H 20.1694 -6.5022 -0.9846 0.427
H 17.4890 -5.1934 1.2409 -0.181
H 18.1027 -3.3499 -0.3469 0.253
H 15.6365 -1.1313 7.1638 0.644
H 15.2879 -9.5557 5.5934 0.371
H 18.1217 -8.1538 1.3157 0.441
H 19.6970 -0.1248 5.3419 0.307
H 20.6402 -5.7400 2.2840 0.298
H 17.3931 -6.0156 -0.3463 0.535
H 24.0789 -3.0734 2.5646 0.503
H 20.5998 -7.7493 0.1413 0.390
H 16.6498 -5.3211 8.4211 0.011
H 13.7752 -2.7886 -0.3796 0.427
H 11.1582 -1.5109 5.9929 0.413
H 18.0300 -6.7868 2.4611 -0.118
H 21.0169 -6.6601 9.4476 0.300
H 20.5525 -3.3254 0.8097 0.754
H 11.6683 -0.5885 4.4659 0.387
H 13.3497 -8.9867 11.2196 0.364
H 19.0318 -7.8893 -0.7680 0.379
H 12.9895 -10.3776 6.7828 0.413
H 14.8409 -3.6766 -0.9951 0.445
H 13.3812 -10.0754 8.9914 0.343
H 14.8160 -0.7793 -1.1009 0.376
H 14.8650 -1.2752 3.3173 0.086
H 20.1251 -7.2835 3.4259 0.050
H 19.0399 -10.1275 2.7626 0.447
H 14.8304 -5.3962 5.4444 0.163
H 15.8437 -2.1799 5.6293 0.019
H 17.1304 -3.1961 7.5177 -0.007
H 19.0758 -3.6941 1.8672 -0.415
H 15.5271 -3.9067 2.7206 -0.184
H 13.9135 -3.6471 2.1108 0.594
H 23.4955 -5.2348 8.1383 0.346
H 21.4251 -3.6726 8.7929 0.430
H 18.6920 -3.7796 7.0511 -0.365
H 22.0502 0.1143 4.7476 0.377
H 18.0448 -5.9187 7.5995 -0.096
H 20.3458 -4.7180 7.8624 -0.039
H 16.4063 -1.3460 -1.3708 0.316
H 15.9238 -8.9093 7.0488 0.134
H 13.1473 -7.3220 5.1679 0.429
H 13.2239 -2.1609 4.9475 0.149
H 22.3955 -3.4193 2.3446 -0.095
H 22.4245 -6.2276 7.3349 0.297
H 22.9169 -1.7317 2.3097 0.378
H 21.7019 -0.1855 3.0569 0.326
H 15.2082 -9.8110 8.9414 0.267
H 11.7305 2.9370 7.3155 0.454
H 15.4639 0.2815 3.5811 0.586
H 11.8341 0.1017 7.3425 0.410
H 12.7458 -9.5035 5.2949 0.452
H 18.3914 -9.2234 3.9787 0.156
H 19.2849 -4.4029 -1.0633 0.453
H 13.3606 2.8529 4.1975 0.320
H 22.4325 -4.6088 4.6443 0.003
H 20.7400 -2.4293 4.0852 0.052
H 24.3519 -0.8427 4.3638 0.486
H 14.5604 -7.3867 8.5599 0.176

=====

Entry 2:
12
Properties=species:S:1:pos:R:3:mulliken_charge:R:1 method="wB97M-V/def2-TZVPD" de_lowest_kj_mol=163.2 orbital_gap_ev=9.68 e_tot_ev=-75775.2291 max_force_ev_per_a=4.09
Br -2.6112 1.6074 -0.5025 -0.122
N -0.0986 0.8851 -1.4345 -0.495
C -0.2873 0.3989 0.8151 -0.615
C 1.0920 0.3013 -1.0261 -0.306
C -0.8856 0.9146 -0.4645 0.427
C 1.1157 0.0062 0.3090 -0.342
H -0.3116 1.1601 1.5902 0.372
H 1.8160 -0.6442 0.9543 0.304
H 1.7392 0.1099 -1.8835 0.425
H -0.2957 -2.5623 0.0049 0.252
H -0.3715 -1.7573 0.3654 -0.296
H -0.9014 -0.4197 1.2722 0.396

=====

Entry 3:
53
Properties=species:S:1:pos:R:3:mulliken_charge:R:1 method="wB97M-V/def2-TZVPD" de_lowest_kj_mol=449.5 total_charge=-2 orbital_gap_ev=3.08 e_tot_ev=-33143.3317 max_force_ev_per_a=12.75
O -1.2826 -3.7878 -2.0852 -1.020
O 0.2990 1.1772 0.4637 -0.569
O 0.0337 -0.1711 1.5682 0.824
O 1.5750 0.4341 -0.9282 -0.184
O -0.5079 -1.2173 -0.3587 0.932
O 0.7147 -2.4942 0.8259 -0.550
O 2.5166 0.1190 1.2129 -0.772
N 1.2273 -0.4989 -3.0024 0.449
N -1.0317 -0.3430 3.5690 0.334
N -0.2631 3.1875 -0.3771 0.219
C 0.2204 4.0102 0.7725 -1.105
C 1.9743 -0.1218 -1.9526 -0.189
C -0.1100 -0.7264 2.6526 0.249
C -1.9574 0.8038 3.4153 -0.825
C 1.6414 -1.2370 -4.1635 -0.914
C -0.1947 -0.2568 -2.9443 0.735
C -1.9550 -2.5344 -2.0864 -0.624
C -1.7971 -1.4293 -0.9924 -1.129
C -1.0504 3.9419 -1.3139 -1.139
C -1.1525 -1.1204 4.8612 -1.134
C -0.2171 1.8719 -0.4052 0.696
C 3.0500 -1.1537 0.9313 -0.277
C 2.1428 -2.4698 1.1521 -0.714
Be 0.7080 -0.3553 0.3085 -1.335
H -3.0193 -2.5844 -2.3164 0.305
H -2.6004 -1.6401 -0.2864 0.356
H -1.7749 1.3924 2.5162 0.085
H -0.6868 1.4115 -1.2882 -0.282
H -2.0273 1.4351 4.3011 0.373
H 1.2948 -0.6703 -5.0277 0.350
H -1.6454 -0.5213 5.6268 0.338
H 0.9624 4.7649 0.5119 0.340
H -0.4945 4.6178 -1.9636 0.339
H 3.0332 -0.3179 -2.1820 0.267
H -0.2107 -1.4607 5.2916 0.352
H -1.7483 4.6434 -0.8567 0.328
H -2.1551 -0.4652 -1.3537 0.284
H -0.6215 4.5825 1.1621 0.421
H 3.4224 -0.9588 -0.0744 -0.128
H 2.2755 -2.7883 2.1861 0.234
H 3.9355 -1.2067 1.5647 0.453
H -1.7113 -2.0862 -3.0497 0.112
H 0.5100 3.4441 1.6579 0.309
H 1.2664 -2.2602 -4.1843 0.309
H 2.7235 -1.3502 -4.2295 0.272
H -3.0168 0.5485 3.3884 0.350
H -0.5268 0.2704 -2.0499 -1.278
H -0.7162 -1.2133 -2.9777 -0.193
H -0.4885 0.3582 -3.7950 0.452
H -1.8967 -1.9044 4.7209 0.356
H -1.6754 3.3843 -2.0113 0.376
H 0.4656 -1.6474 2.8327 0.165
H 2.5430 -3.4059 0.7627 0.392

=====

Entry 4:
52
Properties=species:S:1:pos:R:3:lowdin_spin:R:1 method="wB97M-V/def2-TZVPD" spin_multiplicity=5 de_lowest_kj_mol=0.0 total_charge=+1 orbital_gap_ev="9.53 / 9.63" e_tot_ev=-139983.7105 s2=6.01 max_force_ev_per_a=0.75
As 0.1558 -3.9003 -0.3849 0.008
Fe 0.2662 -0.1275 -0.1627 3.690
S 2.8794 0.3830 0.2619 0.040
S 1.4803 -2.2962 -0.8305 0.043
O -0.3811 0.5085 -2.2461 0.029
O -1.6266 -1.4471 -0.6100 0.035
O -2.1719 0.6397 -0.0708 0.036
N 0.2495 2.0114 0.1153 0.046
N 0.3740 -0.0730 1.9947 0.034
C -1.8148 0.1738 -2.3742 0.001
C 0.3177 1.3174 2.5024 0.004
C 1.5546 -0.8143 2.4705 0.004
C 1.4783 2.7263 -0.2384 0.005
C -0.2976 2.2541 1.4640 0.004
C 2.7258 2.1911 0.4560 0.003
C -1.2921 -4.1805 -1.6221 0.001
C -2.5871 1.4248 -2.7335 0.001
C -1.9700 -0.9079 -3.4178 0.001
C 2.8796 -0.2236 1.9785 0.002
C -2.0106 -0.2710 -0.9024 0.001
C 1.1916 -5.5292 -0.4296 0.003
C -0.6651 -3.7507 1.3547 0.000
H 3.6411 -1.0005 2.0176 0.000
H -1.8473 -5.0743 -1.3388 0.000
H 3.6052 2.6475 0.0045 0.000
H -0.1490 3.2912 1.7820 0.001
H -1.3231 -1.7535 -3.1858 0.000
H -2.4118 2.2072 -1.9985 0.000
H -0.2576 1.3815 3.4281 0.001
H -0.4640 -0.5610 2.2984 0.001
H 0.1146 0.0377 -2.9301 0.000
H 2.0396 -5.4441 0.2460 0.000
H 1.3900 3.7958 -0.0178 0.001
H 1.3285 1.6280 2.7556 0.000
H 1.5822 -0.8528 3.5650 0.001
H 0.0998 -3.5555 2.1025 0.000
H -2.2957 1.7783 -3.7222 0.000
H -1.1880 -4.6715 1.6080 0.000
H 1.6015 2.6239 -1.3178 0.000
H -0.4723 2.2516 -0.5564 0.002
H 3.2313 0.5858 2.6164 0.000
H -3.6553 1.2087 -2.7423 0.000
H -3.0022 -1.2533 -3.4635 0.000
H 0.5672 -6.3732 -0.1409 0.000
H -1.7067 -0.5131 -4.4007 0.000
H 1.5600 -5.6705 -1.4441 0.000
H 1.4711 -1.8312 2.0965 0.000
H 2.7472 2.4429 1.5141 0.000
H -1.3568 -2.9124 1.2881 0.000
H -1.9384 -3.3153 -1.5493 0.000
H -1.3657 2.0667 1.3995 0.000
H -0.8897 -4.3060 -2.6249 0.000